No. 1
{
  "formula": "C3H6INOS",
  "method": "ωB97M-V with the def2-TZVPD basis set",
  "species": ["C", "C", "C", "N", "O", "S", "I", "H", "H", "H", "H", "H", "H"],
  "positions_angstrom": [[0.017, 0.125, 1.121], [0.599, 0.676, -1.316], [-0.137, -0.359, -0.245], [-0.313, 2.804, -0.356], [-0.186, 1.843, -1.339], [-1.739, -0.910, -0.818], [1.404, 3.649, 0.304], [-0.815, 0.040, 1.777], [1.015, 0.299, 1.562], [1.764, 0.862, -1.131], [0.505, 0.148, -2.385], [0.516, -1.318, -0.395], [-2.276, -0.025, -0.161]],
  "atomic_forces_ev_per_a": [[0.5, 0.0, 0.1], [0.9, -1.8, -0.3], [3.6, -1.0, -1.8], [-0.4, -1.9, -0.9], [-0.4, 1.2, -0.3], [1.6, -2.3, -1.6], [0.8, 0.1, 0.2], [-0.5, 0.1, 0.6], [-0.7, 0.0, -0.5], [-2.5, -0.3, 0.0], [0.1, 1.6, 2.3], [-0.7, 1.5, 0.3], [-2.3, 2.9, 1.9]],
  "mulliken_charge": [-0.95, -0.39, 0.16, -0.22, -0.12, -0.12, 0.10, 0.30, 0.32, 0.27, 0.30, 0.25, 0.09],
  "lumo_energy_ha": [-0.01388, -0.02537],
  "homo_ev": [-8.9051, -8.5237],
  "orbital_gap_ev": [8.5, 7.8]
}


No. 2
{
  "formula": "C33H24Cl2F12N4O3SW",
  "method": "ωB97M-V with the def2-TZVPD basis set",
  "species": ["W", "C", "C", "C", "C", "C", "N", "C", "C", "C", "C", "C", "C", "C", "C", "O", "C", "F", "F", "F", "C", "F", "F", "F", "C", "C", "C", "O", "C", "F", "F", "F", "C", "F", "F", "F", "H", "H", "H", "H", "H", "H", "H", "H", "H", "H", "H", "H", "Cl", "C", "C", "C", "Cl", "C", "C", "C", "C", "N", "C", "C", "O", "H", "H", "H", "H", "C", "N", "C", "C", "N", "C", "S", "H", "H", "H", "H", "H", "H", "H", "H"],
  "positions_angstrom": [[0.583, -0.534, 0.332], [-4.149, -2.796, 3.704], [-3.438, -2.089, 2.589], [-3.596, -0.726, 2.370], [-2.908, -0.083, 1.358], [-2.046, -0.797, 0.533], [-1.161, -0.152, -0.390], [-1.568, 0.808, -1.336], [-2.924, 1.048, -1.540], [-3.354, 2.017, -2.424], [-2.447, 2.765, -3.164], [-2.891, 3.828, -4.125], [-1.090, 2.474, -3.012], [-0.629, 1.522, -2.118], [0.860, 1.193, -2.142], [1.182, 0.171, -1.242], [1.821, 2.406, -1.776], [2.045, 2.423, -0.453], [3.007, 2.273, -2.368], [1.299, 3.582, -2.107], [1.260, 0.672, -3.565], [2.382, -0.054, -3.491], [0.302, -0.100, -4.060], [1.456, 1.690, -4.398], [-1.883, -2.191, 0.726], [-2.587, -2.807, 1.739], [-0.865, -2.948, -0.143], [0.436, -2.398, 0.038], [-1.270, -2.850, -1.694], [-2.499, -2.343, -1.820], [-0.423, -2.045, -2.350], [-1.246, -4.028, -2.307], [-0.685, -4.445, 0.214], [-0.348, -4.564, 1.503], [-1.801, -5.129, -0.001], [0.314, -4.967, -0.499], [-4.646, -2.093, 4.370], [-3.448, -3.395, 4.287], [-4.902, -3.479, 3.303], [-4.269, -0.154, 2.998], [-3.030, 0.982, 1.211], [-3.652, 0.442, -1.018], [-4.418, 2.179, -2.553], [-3.976, 3.887, -4.180], [-2.507, 3.628, -5.126], [-2.507, 4.803, -3.821], [-0.385, 3.001, -3.640], [-2.498, -3.870, 1.904], [0.300, -2.164, 4.893], [0.189, -0.507, 4.489], [0.033, 0.472, 5.490], [-0.120, 1.790, 5.162], [-0.324, 2.955, 6.402], [-0.126, 2.209, 3.800], [-0.365, 3.517, 3.343], [-0.413, 3.750, 1.992], [-0.167, 2.707, 1.097], [0.111, 1.471, 1.484], [0.085, 1.224, 2.827], [0.226, -0.121, 3.180], [0.342, -0.944, 2.125], [0.021, 0.164, 6.527], [-0.519, 4.318, 4.055], [-0.622, 4.735, 1.601], [-0.193, 2.901, 0.035], [5.663, 0.567, -0.409], [4.912, -0.563, -0.938], [5.326, -1.252, -2.172], [4.267, -2.358, -2.325], [3.320, -2.035, -1.243], [3.791, -1.061, -0.465], [3.033, -0.517, 0.999], [6.009, 1.181, -1.239], [6.526, 0.221, 0.159], [5.026, 1.163, 0.239], [6.337, -1.639, -2.065], [5.308, -0.543, -3.000], [4.683, -3.353, -2.179], [3.767, -2.322, -3.289], [2.676, -2.725, -0.892]],
  "atomic_forces_ev_per_a": [[-0.8, -0.9, 0.8], [0.0, 0.0, -0.1], [0.0, -0.1, 0.0], [-0.1, 0.0, 0.0], [0.1, 0.2, -0.1], [0.0, -0.4, 0.1], [0.4, 0.3, 0.2], [0.0, -0.1, -0.3], [0.0, -0.1, 0.1], [-0.1, 0.0, 0.0], [0.0, 0.0, 0.0], [0.0, 0.0, 0.0], [-0.1, 0.0, 0.0], [0.1, 0.0, 0.0], [0.3, 0.2, 0.0], [0.2, 1.2, -1.2], [-0.1, -0.2, -0.1], [0.1, 0.0, 0.0], [0.0, 0.0, 0.1], [0.1, -0.1, -0.1], [-0.1, -0.1, 0.1], [0.0, 0.1, -0.1], [0.0, -0.1, 0.0], [0.0, 0.0, -0.1], [0.1, 0.0, -0.2], [-0.2, 0.0, 0.1], [0.0, 0.0, -0.6], [0.0, 0.2, -0.4], [0.1, -0.2, 0.2], [0.0, -0.1, -0.1], [0.0, 0.0, 0.1], [-0.1, 0.2, 0.1], [0.2, 0.1, 0.3], [0.0, 0.0, 0.0], [-0.1, -0.1, 0.0], [-0.1, 0.0, 0.0], [0.0, 0.0, 0.0], [0.0, 0.0, 0.0], [0.0, 0.0, 0.0], [0.0, 0.0, 0.0], [0.0, 0.0, 0.0], [0.0, 0.0, 0.0], [0.0, 0.0, 0.0], [0.0, 0.0, 0.0], [0.0, 0.0, 0.0], [0.0, 0.0, 0.0], [0.0, 0.0, 0.0], [0.0, 0.0, 0.0], [0.0, 0.0, 0.0], [0.0, -0.2, 0.0], [0.0, 0.0, 0.1], [0.0, -0.1, 0.0], [0.0, 0.0, 0.0], [0.0, 0.1, 0.0], [0.0, 0.0, 0.0], [0.0, 0.0, 0.0], [0.0, 0.0, -0.2], [0.4, -0.3, 0.1], [0.0, 0.1, 0.0], [0.1, 0.1, 0.0], [0.1, -0.1, 1.2], [0.0, 0.0, 0.0], [0.0, 0.0, 0.0], [0.0, 0.0, 0.0], [0.0, 0.0, 0.0], [0.0, 0.0, 0.0], [0.0, 0.1, 0.0], [0.0, 0.0, 0.1], [0.0, 0.1, 0.0], [0.2, -0.2, 0.0], [0.0, 0.2, -0.2], [-0.4, -0.2, -0.1], [0.0, 0.0, 0.0], [0.0, 0.0, 0.0], [0.0, 0.0, 0.0], [0.0, 0.0, 0.0], [0.0, 0.0, 0.0], [0.0, 0.0, 0.0], [0.0, 0.0, 0.0], [-0.2, 0.0, 0.1]],
  "mulliken_charge": [0.23, -1.68, 0.38, -1.33, -0.20, -0.33, 1.32, 1.42, -0.70, -1.36, 0.11, -1.51, -0.50, -1.84, 2.18, 1.18, 0.51, -0.19, -0.28, -0.24, 0.26, -0.08, -0.23, -0.26, -1.15, -0.43, 2.39, -1.14, 0.46, -0.27, -0.16, -0.30, 0.27, -0.20, -0.24, -0.26, 0.42, 0.38, 0.36, 0.46, 0.60, 0.66, 0.42, 0.40, 0.37, 0.35, 0.69, 0.59, -0.17, 0.84, -0.41, 0.56, -0.19, 0.12, -0.88, -1.61, 0.17, 0.06, 0.69, -1.24, 0.05, 0.52, 0.53, 0.53, 0.40, -0.89, 0.10, -0.59, -0.60, 0.22, 0.29, -0.60, 0.34, 0.33, 0.31, 0.43, 0.34, 0.40, 0.27, 0.15],
  "charge": 2,
  "lumo_energy_ha": [-0.28746, -0.28592],
  "homo_ev": [-13.8285, -13.8386],
  "orbital_gap_ev": [6.0, 6.1]
}


No. 3
{
  "formula": "C7H16O2",
  "method": "ωB97M-V with the def2-TZVPD basis set",
  "species": ["C", "C", "C", "C", "C", "C", "C", "O", "O", "H", "H", "H", "H", "H", "H", "H", "H", "H", "H", "H", "H", "H", "H", "H", "H"],
  "positions_angstrom": [[-0.792, -0.490, -0.174], [0.342, 0.479, 0.161], [2.247, -1.084, -0.582], [-1.120, -0.595, -1.657], [0.093, 1.937, -0.207], [0.867, 0.382, 1.593], [-2.053, 0.164, 0.597], [1.496, 0.073, -0.815], [-0.598, -1.801, 0.294], [-0.392, -1.813, 1.235], [2.857, -1.258, -1.473], [2.926, -0.976, 0.277], [1.624, -1.976, -0.416], [-1.410, 0.365, -2.072], [-1.944, -1.293, -1.785], [-0.245, -0.963, -2.183], [-0.388, 2.037, -1.175], [-0.503, 2.441, 0.547], [1.064, 2.423, -0.279], [0.188, 0.866, 2.291], [1.826, 0.894, 1.640], [1.033, -0.645, 1.908], [-2.439, 1.020, 0.053], [-2.813, -0.615, 0.588], [-1.865, 0.429, 1.635]],
  "atomic_forces_ev_per_a": [[-2.2, 2.1, 1.5], [2.6, -1.3, -1.6], [0.0, -0.5, 0.4], [0.3, -0.2, 0.4], [0.2, -0.4, -0.1], [-0.1, 0.0, -0.4], [0.4, -1.4, -1.0], [-1.3, 1.4, 0.9], [0.2, -0.5, 0.0], [-0.1, 0.2, -0.1], [-0.1, 0.1, 0.1], [0.0, 0.0, -0.1], [0.1, 0.2, -0.1], [0.0, 0.1, 0.0], [-0.1, 0.0, 0.0], [0.0, 0.0, -0.1], [-0.1, 0.0, -0.1], [-0.1, 0.0, 0.1], [0.0, 0.1, 0.1], [0.0, 0.0, 0.1], [0.0, 0.1, 0.0], [0.1, -0.1, 0.1], [0.0, 0.2, 0.0], [-0.2, 0.0, 0.1], [0.2, 0.0, 0.0]],
  "mulliken_charge": [1.09, 1.74, -0.67, -1.72, -1.82, -1.91, -1.64, -0.46, -0.61, 0.40, 0.28, 0.27, 0.27, 0.33, 0.46, 0.33, 0.36, 0.36, 0.46, 0.39, 0.43, 0.52, 0.35, 0.48, 0.33],
  "smiles": "COC(C)(C)C(C)(C)O",
  "lumo_energy_ha": 0.02784,
  "homo_ev": -9.1550,
  "orbital_gap_ev": 9.9
}